C32H32FInN10O3S2 as an isolated structure. Source: OMol25; level of theory: wB97M-V/def2-TZVPD.

Calculated values
Net charge = +2
HOMO-LUMO gap = 6.9899 eV
E_tot = -84299.83998 eV
Max |F| = 0.7 eV Å⁻¹
Energy above the lowest of the compared OMol25 structures with the same formula, charge and spin = 0.441 eV
Highest occupied orbital energy = -11.611 eV

Geometry as XYZ:
```
81
Properties=species:S:1:pos:R:3:forces:R:3:lowdin_charge:R:1
In 0.0349 0.0381 0.4399 0.00 0.33 -0.14 0.750
S -0.3832 1.6898 2.3955 -0.19 -0.07 0.28 0.679
C 0.6973 2.5808 1.4094 0.19 0.38 -0.19 -1.095
N 1.0041 2.1379 0.2147 -0.06 -0.28 0.14 -0.048
C 1.9236 2.9459 -0.4273 0.13 0.21 -0.07 -0.289
C 2.4420 2.7489 -1.7038 -0.04 -0.03 0.04 -0.006
C 3.3604 3.6597 -2.1885 -0.01 -0.06 -0.08 -0.079
C 3.7646 4.7571 -1.4259 -0.01 0.07 0.07 -0.078
C 3.2481 4.9699 -0.1604 0.03 0.02 0.00 -0.075
C 2.3218 4.0587 0.3268 -0.12 -0.16 0.07 -0.444
S 1.4937 4.0461 1.8666 0.03 -0.02 -0.15 1.089
H 2.1126 1.8966 -2.2851 0.04 -0.01 -0.01 0.106
H 3.7783 3.5229 -3.1776 -0.01 0.00 0.01 0.103
H 4.4859 5.4542 -1.8301 0.01 -0.01 0.01 0.109
H 3.5597 5.8151 0.4388 0.00 0.02 -0.05 0.116
N -2.2204 -3.6132 1.1686 0.09 0.07 0.10 0.145
C -2.8975 -3.3720 -0.0032 0.00 0.14 -0.20 -0.040
C -2.3941 -2.2063 -0.4909 -0.16 -0.10 -0.06 -0.080
N -1.4312 -1.7413 0.3648 0.47 0.12 0.30 0.068
C -1.3442 -2.6079 1.3591 -0.34 -0.24 -0.34 -0.233
C -0.3997 -2.4114 2.4259 0.41 -0.02 0.39 -0.267
N 0.3467 -1.3337 2.4275 -0.35 -0.06 -0.39 0.029
C 1.1906 -1.4270 3.4885 0.08 -0.14 0.17 -0.079
C 0.9431 -2.5979 4.1491 0.19 0.20 0.02 -0.033
N -0.0694 -3.2134 3.4637 -0.17 -0.07 -0.13 0.141
H -2.3765 -4.3997 1.7750 0.01 -0.02 0.03 0.171
H -3.6568 -4.0339 -0.3786 0.00 0.00 0.03 0.125
H -2.6667 -1.6722 -1.3832 0.01 -0.02 0.01 0.106
H 1.9174 -0.6636 3.7042 -0.01 -0.01 0.02 0.126
H 1.3905 -3.0380 5.0226 -0.02 0.02 -0.01 0.127
H -0.4577 -4.1100 3.6981 -0.02 -0.03 -0.01 0.166
C 5.5243 -2.3877 -4.6567 -0.12 -0.05 -0.03 -0.052
C 4.3126 -3.2854 -4.4291 0.31 0.14 -0.09 -0.179
N 3.1913 -2.5519 -3.8307 0.07 -0.14 0.20 -0.028
C 3.1031 -2.5232 -2.4793 -0.05 -0.06 0.04 0.054
C 2.1698 -1.8253 -1.7906 -0.57 0.35 0.14 -0.023
C 2.0068 -1.8434 -0.2897 0.40 -0.49 0.00 -0.597
O 1.7897 -2.9092 0.2673 0.15 0.33 0.03 0.089
O 2.0459 -0.6544 0.2282 -0.45 -0.28 0.00 -0.073
C 1.1730 -1.0647 -2.4768 0.40 0.02 -0.25 -0.274
O 0.2557 -0.4204 -1.9155 -0.02 -0.07 0.14 -0.037
C 1.2971 -1.0744 -3.9321 -0.02 -0.02 -0.01 -0.037
C 0.4072 -0.3175 -4.6986 -0.01 0.01 -0.03 0.093
C 0.4828 -0.3182 -6.0610 -0.04 -0.06 0.12 -0.186
F -0.4360 0.3884 -6.7515 0.07 -0.03 -0.15 0.075
C 1.4693 -1.0522 -6.7441 0.04 0.05 0.14 -0.144
C 2.3619 -1.7840 -5.9826 0.13 -0.02 -0.13 0.066
C 2.2974 -1.8235 -4.5819 -0.25 0.18 0.01 -0.113
N 1.6162 -1.0697 -8.1579 -0.07 0.00 -0.13 -0.091
C 1.1397 0.0631 -8.9406 0.13 -0.17 0.04 -0.143
C 1.8351 0.0690 -10.2938 -0.04 0.35 0.33 -0.081
N 1.5298 -1.2199 -10.9947 0.04 0.02 -0.03 0.065
C 2.0037 -2.3825 -10.1791 0.02 -0.32 0.36 -0.085
C 1.3307 -2.3372 -8.8155 -0.06 0.16 -0.04 -0.133
H 6.3347 -2.9619 -5.1045 0.00 0.00 0.01 0.086
H 5.8756 -1.9793 -3.7095 0.02 0.02 -0.02 0.085
H 5.2837 -1.5566 -5.3209 0.01 0.01 0.01 0.075
H 4.5726 -4.0919 -3.7468 -0.08 -0.03 0.01 0.127
H 3.9868 -3.7497 -5.3572 -0.08 -0.06 0.04 0.112
H 3.8388 -3.1109 -1.9454 0.00 -0.05 -0.05 0.161
H -0.3492 0.2662 -4.1919 -0.02 0.00 -0.06 0.129
H 3.1498 -2.3077 -6.5057 0.00 0.04 0.00 0.117
H 1.3901 0.9881 -8.4280 -0.05 0.06 -0.01 0.148
H 0.0521 0.0468 -9.0978 -0.02 0.02 0.04 0.134
H 2.9149 0.1359 -10.1769 0.02 -0.08 -0.07 0.145
H 1.4826 0.9007 -10.9008 -0.02 -0.09 -0.11 0.144
H 1.9504 -1.2362 -11.9242 -0.01 0.00 -0.04 0.190
H 0.5166 -1.2920 -11.1155 -0.02 -0.01 -0.11 0.186
H 3.0830 -2.2888 -10.0750 0.01 0.06 -0.08 0.144
H 1.7668 -3.3088 -10.6989 -0.04 0.07 -0.11 0.143
H 1.7115 -3.1598 -8.2154 0.00 -0.03 -0.02 0.135
H 0.2454 -2.4934 -8.9378 0.01 -0.02 0.01 0.145
N -2.5125 2.0088 0.0700 -0.25 0.15 0.04 0.002
C -3.5193 2.5022 -0.6651 0.03 -0.04 -0.09 -0.059
C -3.4580 1.8848 -1.8966 0.01 -0.01 0.00 -0.037
C -2.3591 1.0234 -1.8072 -0.10 0.09 -0.05 -0.140
N -1.7957 1.1074 -0.6068 0.17 -0.16 0.03 -0.037
H -2.2371 2.2357 1.0220 0.08 -0.04 -0.03 0.066
H -4.1956 3.2453 -0.2784 0.03 -0.01 0.05 0.130
H -4.1117 2.0401 -2.7366 0.01 0.00 0.01 0.103
H -1.9457 0.3606 -2.5471 0.02 -0.01 0.05 0.090
```
Forces are in eV/Å.


C42H37BIIrN7O3 as an isolated structure. Source: OMol25; level of theory: wB97M-V/def2-TZVPD.

Calculated values
Net charge = +2
HOMO-LUMO gap (spin up / spin down) = 7.2921 / 4.2758 eV
E_tot = -72329.37927 eV
Max |F| = 0.5 eV Å⁻¹
Energy above the lowest of the compared OMol25 structures with the same formula, charge and spin = 0.095 eV
Highest occupied orbital energy (spin up / spin down) = -12.304 / -12.855 eV
2S+1 = 6

Geometry as XYZ:
```
92
Properties=species:S:1:pos:R:3:forces:R:3:lowdin_charge:R:1
Ir -0.6918 -0.2220 -0.3504 -0.03 0.40 0.33 1.237
C 3.7037 -3.6839 0.3987 0.01 -0.01 0.01 0.005
C 2.6502 -3.0966 -0.4669 0.01 0.01 0.01 -0.205
C 2.4282 -3.2437 -1.7974 0.08 -0.06 -0.04 0.075
C 1.2525 -2.4971 -2.0829 -0.07 0.07 -0.09 -0.154
N 0.8256 -1.9025 -0.9178 -0.09 -0.19 -0.01 0.051
N 1.6496 -2.2574 0.0244 0.02 0.03 -0.04 0.083
B 1.4498 -1.8050 1.5395 -0.04 0.01 0.03 -0.484
N 0.0501 -2.2371 1.9561 -0.03 0.03 -0.01 0.030
N -1.0275 -1.8160 1.2468 0.08 0.08 -0.12 -0.013
C -2.1088 -2.3483 1.8081 0.01 -0.08 0.06 -0.240
C -1.7259 -3.1246 2.9131 0.01 0.03 0.00 0.057
C -0.3510 -3.0378 2.9721 0.00 0.01 -0.01 -0.243
C 0.5961 -3.6748 3.9309 0.01 -0.01 0.00 -0.002
C -3.4580 -2.0923 1.2848 -0.08 0.03 -0.06 -0.191
C -4.5048 -1.8188 2.1625 0.04 -0.01 -0.03 -0.028
C -5.7723 -1.5419 1.6730 -0.02 0.01 0.01 -0.061
C -6.0063 -1.5393 0.3047 -0.02 0.01 -0.01 -0.067
C -4.9703 -1.8238 -0.5746 0.00 0.00 -0.02 -0.091
C -3.7028 -2.1004 -0.0870 -0.02 -0.01 0.04 -0.068
N 1.6597 -0.2866 1.6694 0.02 0.00 -0.03 0.030
N 0.8012 0.6151 1.1164 0.01 -0.05 -0.03 -0.003
C 1.1448 1.8232 1.5652 0.02 -0.08 0.01 -0.237
C 2.2466 1.6966 2.4294 0.04 0.00 -0.04 0.037
C 2.5399 0.3514 2.4758 0.00 0.01 0.00 -0.257
C 3.5953 -0.3456 3.2670 0.02 -0.02 0.00 -0.004
C 0.4393 3.0695 1.2187 -0.07 0.03 0.03 -0.165
C 0.4225 4.1097 2.1501 -0.02 -0.03 0.01 -0.025
C -0.2375 5.2957 1.8727 -0.01 0.02 -0.01 -0.061
C -0.8881 5.4657 0.6578 0.00 0.01 0.01 -0.065
C -0.8718 4.4411 -0.2773 -0.02 -0.01 -0.04 -0.059
C -0.2144 3.2524 0.0017 0.00 -0.02 0.00 -0.055
C 0.5608 -2.3716 -3.3117 0.04 -0.03 0.11 -0.118
C -0.7424 -1.8210 -3.3856 -0.04 0.03 -0.05 -0.010
C -1.3898 -1.7315 -4.5910 -0.01 0.01 0.01 -0.029
C -0.7582 -2.1767 -5.7536 0.00 0.00 -0.01 0.006
C 0.5266 -2.7310 -5.7045 0.02 -0.01 0.00 -0.028
C 1.1750 -2.8378 -4.5023 0.06 -0.05 -0.08 0.021
H 4.4029 -4.2494 -0.2127 0.00 0.00 0.00 0.097
H 4.2535 -2.9113 0.9362 0.00 0.00 0.00 0.085
H 3.2693 -4.3562 1.1394 0.01 0.01 0.00 0.099
H 3.0005 -3.8528 -2.4766 -0.02 0.03 0.03 0.130
H 2.2714 -2.3682 2.1836 0.01 -0.02 0.03 0.111
H -2.3662 -3.7011 3.5593 0.00 0.01 -0.01 0.126
H 0.0383 -4.2619 4.6566 0.00 0.00 0.00 0.092
H 1.2939 -4.3409 3.4220 -0.01 0.01 0.01 0.086
H 1.1775 -2.9282 4.4732 0.00 -0.01 -0.01 0.085
H -4.3224 -1.8109 3.2303 0.01 -0.01 0.00 0.120
H -6.5800 -1.3317 2.3620 0.00 0.00 -0.01 0.112
H -6.9981 -1.3307 -0.0748 0.01 0.00 0.00 0.112
H -5.1547 -1.8443 -1.6412 0.00 0.00 0.01 0.103
H -2.9012 -2.3521 -0.7718 0.03 -0.02 0.00 0.092
H 2.7642 2.4818 2.9539 -0.02 0.01 0.00 0.122
H 4.1846 0.3893 3.8110 0.00 0.00 -0.01 0.092
H 3.1586 -1.0317 3.9928 0.01 0.01 0.00 0.086
H 4.2685 -0.9228 2.6317 -0.01 0.01 0.01 0.080
H 0.9078 3.9853 3.1098 0.01 -0.02 -0.01 0.114
H -0.2461 6.0884 2.6091 0.00 0.00 -0.01 0.113
H -1.4015 6.3935 0.4415 0.01 -0.01 0.00 0.112
H -1.3625 4.5622 -1.2355 0.00 0.00 0.01 0.112
H -0.2154 2.4719 -0.7465 -0.03 0.03 0.12 0.054
H -1.2352 -1.4912 -2.4826 -0.03 0.02 0.03 0.042
H -2.3893 -1.3221 -4.6433 0.00 0.00 0.01 0.113
H -1.2695 -2.0990 -6.7044 0.00 -0.01 0.01 0.127
H 0.9992 -3.0770 -6.6130 0.00 0.00 0.01 0.123
H 2.1686 -3.2638 -4.4599 -0.03 0.02 -0.01 0.120
O 2.3778 3.6338 -4.1350 -0.12 0.06 -0.19 0.226
C 2.9407 3.1804 -3.0616 0.04 -0.07 0.12 -0.174
C 4.2044 3.7014 -2.6448 0.14 0.06 0.05 0.050
C 4.8314 3.1689 -1.5651 0.07 0.09 -0.05 -0.006
C 4.2278 2.0942 -0.8751 0.04 -0.06 0.08 0.047
C 2.9824 1.5893 -1.2685 -0.13 -0.05 -0.02 0.024
C 2.2920 2.1241 -2.3236 -0.17 -0.11 0.02 0.018
C 0.8503 1.6788 -2.6230 -0.23 0.06 -0.18 -0.621
O 0.1721 2.3862 -3.3457 0.14 -0.04 0.12 0.068
O 0.4926 0.6020 -2.0320 0.35 -0.18 0.03 -0.215
H 2.9047 4.3314 -4.5601 -0.02 0.00 -0.01 0.167
H 4.6450 4.5120 -3.2146 0.01 -0.01 0.02 0.140
H 5.7890 3.5504 -1.2392 0.00 0.01 -0.01 0.132
H 4.7326 1.6626 -0.0199 -0.02 0.01 -0.01 0.128
H 2.5257 0.7766 -0.7206 -0.03 0.01 0.03 0.106
I -3.1765 1.2712 -2.1802 0.00 0.03 0.00 1.063
C -3.3002 1.4949 -0.1178 0.05 -0.07 0.01 -0.765
C -4.2751 2.2967 0.4462 -0.04 0.01 -0.02 -0.101
C -4.2732 2.4589 1.8211 -0.01 0.01 0.01 -0.018
C -3.3070 1.8165 2.5808 0.01 -0.01 0.03 -0.021
C -2.3759 1.0309 1.9384 0.04 -0.01 -0.06 -0.123
N -2.3673 0.8696 0.6050 -0.03 0.06 -0.09 -0.124
H -5.0098 2.7837 -0.1782 0.01 -0.01 0.00 0.108
H -5.0208 3.0828 2.2933 0.01 0.00 -0.01 0.126
H -3.2736 1.9202 3.6561 0.00 0.00 -0.01 0.122
H -1.6014 0.5022 2.4779 0.02 0.00 0.00 0.113
```
Forces are in eV/Å.


CH4O4S as an isolated structure. Source: OMol25; level of theory: wB97M-V/def2-TZVPD.

Calculated values
HOMO-LUMO gap = 8.3281 eV
E_tot = -20120.17742 eV
Max |F| = 6.4 eV Å⁻¹
Energy above the lowest of the compared OMol25 structures with the same formula, charge and spin = 6.154 eV
Highest occupied orbital energy = -11.138 eV

Geometry as XYZ:
```
10
Properties=species:S:1:pos:R:3:forces:R:3:lowdin_charge:R:1
C -0.0560 1.4951 -0.4923 2.29 4.91 -0.99 -0.191
H 1.0089 1.3485 -0.0224 -1.42 0.93 -1.61 0.096
H -0.0904 1.4875 -1.7978 0.27 0.49 4.22 0.178
H -0.4812 2.5733 0.1488 1.05 -3.33 -2.59 0.177
H -0.1319 -2.6361 1.6467 -2.17 2.53 -3.04 0.460
O -0.7571 0.4364 -0.0212 -2.32 -0.54 0.43 -0.317
O -1.1755 -1.8036 0.4278 3.63 -0.95 1.46 -0.314
O 0.8438 -0.8958 1.2894 1.10 0.55 0.07 -0.323
O 0.7568 -1.1732 -1.2449 -2.11 1.52 4.09 -0.291
S 0.0827 -0.8321 0.0659 -0.32 -6.10 -2.04 0.524
```
Forces are in eV/Å.


C19H33Ag2Cu2NO18S2 as an isolated structure. Source: OMol25; level of theory: wB97M-V/def2-TZVPD.

Calculated values
Net charge = +4
HOMO-LUMO gap (spin up / spin down) = 7.3080 / 3.4234 eV
E_tot = -177478.75077 eV
Max |F| = 2.3 eV Å⁻¹
Highest occupied orbital energy (spin up / spin down) = -19.715 / -19.715 eV
2S+1 = 3

Geometry as XYZ:
```
77
Properties=species:S:1:pos:R:3:forces:R:3:lowdin_charge:R:1
Ag -0.3311 -2.6617 3.3350 -0.04 -0.59 -0.06 0.864
Ag 1.8237 0.1412 3.5665 0.50 0.52 -0.14 0.851
Cu 4.6880 0.7370 1.4855 -0.56 -0.20 -1.38 0.667
Cu 2.3507 3.5250 0.8370 -1.00 -0.44 0.33 0.710
O 2.2553 1.2997 1.5969 0.93 0.31 0.33 -0.386
C 1.5344 0.5895 0.6116 0.08 0.21 0.72 -0.312
C 0.1331 0.1238 1.1185 0.84 -0.43 -1.35 -0.250
O 0.0676 -0.6057 2.2736 0.07 0.78 -0.06 -0.154
H 2.0652 -0.3086 0.2715 0.02 -0.07 0.11 0.116
H 1.3985 1.2033 -0.2830 -0.27 -0.08 0.14 0.111
H -0.2703 -0.4512 0.2709 -0.44 -0.02 0.83 0.100
H -0.5091 1.0211 1.2085 -0.17 0.05 0.27 0.160
C -4.8987 -1.1090 0.3265 -0.17 -0.32 0.46 0.064
N -4.5399 0.0579 -0.4986 -0.70 1.59 -0.81 -0.416
O -4.5672 -0.0515 -1.7014 0.40 -0.53 0.34 0.126
O -4.3289 1.1474 0.0525 0.39 -1.05 0.43 0.024
H -4.0116 -1.7177 0.4946 0.04 -0.02 -0.24 0.101
H -5.6628 -1.6738 -0.1977 0.10 -0.06 -0.11 0.123
H -5.2792 -0.7594 1.2802 -0.06 0.13 -0.05 0.093
O 0.0319 4.4314 0.8345 -0.54 -0.65 0.12 0.047
C -1.1732 4.5211 0.5802 1.00 0.70 -0.77 -0.441
O -1.7375 5.7118 0.4464 0.18 -0.73 0.92 0.083
C -3.1230 5.6264 0.0405 -0.20 0.15 -1.73 -0.089
C -3.3502 4.1773 -0.4341 1.27 -0.62 1.27 -0.096
C -2.1528 3.4171 0.2082 0.36 0.50 -0.26 -0.084
H -3.1384 6.2279 -0.8700 -0.32 0.34 0.36 0.141
H -3.8120 6.0698 0.7532 0.28 -0.21 0.39 0.131
H -3.1878 4.1691 -1.5067 -0.51 -0.28 -0.08 0.129
H -4.2338 3.6416 -0.1062 -0.47 0.55 -0.43 0.100
H -1.6713 2.7688 -0.5263 0.08 -0.12 0.19 0.119
H -2.3800 2.8299 1.1039 -0.19 0.04 -0.11 0.088
O 4.7266 0.1826 -0.6687 -1.02 0.68 1.88 0.042
C 5.0197 -0.6684 -1.4900 2.02 0.19 -1.11 -0.461
O 5.7894 -1.6838 -1.1746 -0.59 -0.65 1.07 0.062
C 6.1648 -2.4827 -2.3171 0.00 -0.08 -1.37 -0.093
C 5.3194 -1.9355 -3.4810 0.15 0.68 -0.16 -0.106
C 4.8536 -0.5626 -2.9758 -0.29 -0.52 0.02 -0.047
H 6.0201 -3.5561 -2.2018 -0.21 0.18 0.73 0.126
H 7.2327 -2.3297 -2.4792 -0.11 0.15 0.08 0.143
H 4.4343 -2.5021 -3.7657 0.30 -0.45 0.15 0.117
H 5.9734 -1.8033 -4.3400 -0.27 -0.21 -0.19 0.130
H 3.8111 -0.3344 -3.1878 0.24 0.17 -0.30 0.090
H 5.5188 0.2077 -3.3708 -0.22 0.32 0.34 0.156
O 0.6700 -3.4805 1.5726 -0.17 0.43 0.85 -0.032
C 1.5233 -4.1847 1.0464 0.27 -0.50 -1.25 -0.462
O 1.1462 -5.1908 0.2988 0.14 -0.13 0.61 0.086
C 2.2371 -5.6319 -0.5774 -0.18 1.67 -1.15 -0.057
C 3.2430 -4.4776 -0.5052 0.89 -0.94 0.66 -0.131
C 3.0163 -3.9869 0.9301 -0.19 0.40 -0.52 -0.050
H 1.7593 -5.5902 -1.5520 0.15 -0.91 -0.08 0.143
H 2.6997 -6.5699 -0.2970 -0.55 -0.26 0.20 0.148
H 3.1435 -3.6843 -1.2438 -0.48 -0.08 -0.02 0.112
H 4.2395 -4.9034 -0.6286 0.06 0.20 0.04 0.128
H 3.3172 -2.9443 1.0153 -0.04 -0.05 0.53 0.112
H 3.5049 -4.6441 1.6518 0.13 0.19 0.09 0.151
C -2.6770 1.7382 4.1984 0.43 0.33 -0.69 -0.072
C -3.7730 1.1801 3.2682 0.23 -1.38 1.41 -0.153
O -4.4308 2.3049 2.6880 -0.22 0.91 0.67 -0.148
S -4.5161 3.3916 3.8287 1.83 -0.26 -1.23 0.740
O -5.6085 3.0152 4.7612 -0.07 0.47 0.33 0.101
O -4.5904 4.7134 3.3286 -0.53 -0.50 0.39 -0.011
O -3.1291 3.1018 4.5132 -1.51 -0.26 0.05 -0.084
H -1.6991 1.8824 3.7416 -0.05 0.04 -0.12 0.128
H -2.5710 1.1715 5.1179 -0.16 0.13 0.14 0.150
H -4.4255 0.6095 3.9399 -0.57 0.30 -0.32 0.150
H -3.4690 0.4591 2.5164 0.25 0.57 -0.41 0.122
C -1.6107 -0.4196 -3.1931 -0.89 0.48 1.09 -0.138
C -1.2458 -0.5519 -1.7181 -0.18 -2.05 0.76 -0.174
O 0.1366 -0.2116 -1.5979 -0.02 1.05 -0.33 -0.283
S 0.9157 -0.3263 -2.9906 -0.34 -0.01 -1.09 0.646
O 1.7350 -1.4899 -2.9495 -0.32 -0.01 0.04 -0.216
O 1.5343 0.9267 -3.2724 -0.60 -0.45 0.20 -0.194
O -0.4005 -0.6112 -3.8959 1.49 0.16 0.36 -0.131
H -2.0531 0.5669 -3.3459 0.31 0.04 -0.44 0.144
H -2.3523 -1.1655 -3.4668 0.22 -0.12 -0.27 0.151
H -1.2409 -1.5796 -1.3184 -0.49 -0.20 -0.75 0.141
H -1.8821 -0.0484 -0.9843 0.28 0.87 -0.56 0.105
```
Forces are in eV/Å.


Question: max |F| of number 4 (C19H33Ag2Cu2NO18S2)?
Answer: 2.3 eV Å⁻¹


Question: Among the records above, which one has the lowest E_tot?
Answer: C19H33Ag2Cu2NO18S2


Question: What is the formula in the third record?
Answer: CH4O4S


Question: Which of these has the lowest max |F|?
Answer: C42H37BIIrN7O3